# 1
{"formula": "C27H59N5O8", "method": "ωB97M-V/def2-TZVPD", "total_charge": 1, "homo_energy_ev": [-11.16, -11.16], "e_tot_ha": -1939.39645, "e_lumo_ev": [-2.9, -7.9], "multiplicity": 2, "orbital_gap_ev": [8.3, 3.3], "elements": ["C", "O", "N", "C", "C", "H", "H", "H", "H", "H", "H", "H", "C", "O", "N", "C", "C", "H", "H", "H", "H", "H", "H", "H", "C", "O", "N", "C", "C", "H", "H", "H", "H", "H", "H", "H", "C", "O", "N", "C", "C", "H", "H", "H", "H", "H", "H", "H", "C", "O", "N", "C", "C", "H", "H", "H", "H", "H", "H", "H", "C", "C", "C", "O", "C", "H", "H", "H", "H", "H", "H", "H", "H", "C", "C", "C", "O", "C", "H", "H", "H", "H", "H", "H", "H", "H", "C", "C", "C", "O", "C", "H", "H", "H", "H", "H", "H", "H", "H"], "xyz": [[1.085599, 4.746628, 3.409294], [1.727869, 4.625888, 4.427594], [1.003749, 3.758658, 2.508444], [-0.088921, 3.836468, 1.558114], [1.815169, 2.593278, 2.529044], [0.540349, 5.685088, 3.224344], [0.113789, 3.981538, 0.497004], [-0.772771, 4.654168, 1.785764], [-0.585071, 2.886528, 1.359254], [2.779839, 2.689078, 3.027384], [1.237789, 1.910498, 3.152384], [1.996259, 2.180308, 1.536694], [3.981789, 0.093328, 2.302124], [4.063359, 0.990168, 1.453684], [5.121379, -0.585212, 2.725154], [4.957979, -1.725692, 3.631044], [6.472209, -0.187412, 2.376934], [3.110969, -0.364582, 2.796284], [5.487649, -1.477462, 4.550784], [5.509889, -2.559092, 3.196374], [3.983649, -2.162332, 3.850414], [6.651589, 0.792788, 2.818674], [7.286049, -0.849502, 2.672564], [6.643749, -0.121242, 1.302554], [0.618629, -1.906412, 4.984864], [1.271589, -0.974292, 4.442784], [0.743099, -3.197232, 4.563524], [0.170279, -4.324012, 5.297364], [1.504139, -3.649082, 3.358744], [0.081139, -1.743622, 5.931854], [0.690609, -4.455732, 6.246054], [0.280259, -5.218672, 4.684514], [-0.869311, -4.043102, 5.466024], [0.892659, -4.406092, 2.867694], [1.702999, -2.823982, 2.674814], [2.411019, -4.000542, 3.850834], [-3.091381, 3.650698, -0.585186], [-3.754991, 4.263978, 0.244254], [-2.070011, 4.187748, -1.347366], [-1.503911, 3.491538, -2.485046], [-1.696821, 5.554758, -1.160806], [-3.298961, 2.607248, -0.868606], [-1.906411, 2.497768, -2.681296], [-0.454161, 3.358778, -2.223326], [-1.521621, 4.213698, -3.301296], [-2.094101, 6.058358, -2.042086], [-2.229391, 5.879388, -0.266886], [-0.632061, 5.787148, -1.141336], [-1.621481, -4.172112, -1.220046], [-1.591531, -5.018072, -0.330246], [-0.767801, -4.119142, -2.263956], [-0.735371, -2.953112, -3.025866], [0.247819, -5.213732, -2.460006], [-2.145811, -3.217322, -1.059886], [-1.469771, -2.195862, -2.751396], [-0.842051, -3.189882, -4.084476], [0.274179, -2.544332, -2.983306], [0.143599, -6.099692, -1.833666], [0.468699, -5.538132, -3.476906], [1.190769, -4.886942, -2.021636], [-0.374961, -0.789252, 0.920844], [0.799539, -0.509182, 0.001194], [0.273759, 0.860908, -0.644436], [-1.199821, 0.853618, -0.503586], [-1.637241, 0.033158, 0.589714], [-0.086581, -0.596472, 1.954174], [-0.596941, -1.851212, 0.815614], [0.960789, -1.329672, -0.698016], [1.717039, -0.269532, 0.538644], [0.605679, 0.983418, -1.675416], [0.757949, 1.657968, -0.080206], [-2.370411, -0.757992, 0.432754], [-1.952231, 0.637368, 1.440494], [-5.896631, -0.549842, -0.677206], [-6.786501, 0.593738, -0.673646], [-7.018461, 0.786818, -2.231186], [-7.030971, -0.550442, -2.711426], [-6.402311, -1.429692, -1.786226], [-5.825471, -1.025032, 0.301174], [-4.909561, -0.192922, -0.971156], [-6.349151, 1.376868, -0.054346], [-7.767601, 0.293098, -0.305986], [-6.135791, 1.318158, -2.587086], [-7.952971, 1.331428, -2.366046], [-5.555681, -1.882832, -2.301966], [-7.052091, -2.194652, -1.361106], [2.587989, -0.288382, -5.145456], [1.856219, 0.095048, -3.821066], [2.343919, 1.546658, -3.677516], [3.638749, 1.575818, -4.217126], [3.949499, 0.382438, -4.912326], [2.108879, 0.101768, -6.043416], [2.711289, -1.364952, -5.263406], [2.220189, -0.502682, -2.985396], [0.780859, -0.072532, -3.881336], [2.307509, 2.008068, -2.690666], [1.786459, 2.234768, -4.313006], [4.585149, -0.172442, -4.222276], [4.391449, 0.606728, -5.883126]], "forces_ev_per_a": [[0.462, 2.484, 2.538], [0.235, -0.382, -0.228], [-1.037, -1.140, -3.112], [-0.640, 0.240, -0.485], [0.592, -0.478, 0.451], [-0.172, -0.416, -0.391], [1.348, 0.494, -0.215], [-0.068, -0.332, 0.371], [-0.244, -0.412, 1.015], [-0.207, 0.573, 0.043], [-0.106, -0.768, 0.024], [-0.285, 0.026, -0.003], [3.357, -0.799, -0.576], [-1.082, -0.419, 1.034], [-2.510, -0.301, 0.024], [1.643, -0.386, 0.035], [0.255, 0.731, -0.523], [-0.439, 0.495, -0.256], [-0.274, -0.174, 0.314], [0.140, -0.124, -0.049], [-0.352, 1.011, -0.289], [0.239, 0.065, -0.128], [-0.631, -0.372, 0.666], [-0.531, 0.261, -0.139], [2.763, 0.075, -1.442], [-1.554, -1.119, 0.645], [-0.562, 0.637, -0.561], [-0.224, 0.995, 0.221], [-0.406, 1.205, 1.508], [-0.272, -0.223, -0.325], [-0.087, -0.201, 0.038], [-0.317, 0.090, 0.257], [-0.126, -0.712, 0.231], [0.419, -0.073, -0.020], [0.030, -0.012, 0.204], [0.348, -0.548, -0.983], [-0.197, 0.828, -0.578], [0.986, -0.578, -0.363], [-0.832, -1.607, 1.355], [0.989, 0.619, 0.748], [-0.968, 0.464, -0.522], [0.039, 0.015, 0.099], [-0.385, 0.378, -0.014], [0.367, -0.267, -0.403], [-0.241, -0.524, -0.522], [0.003, 0.717, 0.129], [0.209, 0.369, -0.101], [0.198, -0.470, 0.224], [1.552, -0.450, 2.024], [-0.529, 0.308, -0.907], [-0.365, -2.894, 0.880], [1.238, 0.873, -2.047], [0.519, 0.747, 0.934], [-0.570, -0.139, -0.408], [0.035, -0.252, 0.201], [-0.391, 0.101, -0.223], [0.136, 0.550, 0.207], [-1.291, 0.153, -0.148], [-0.617, 0.442, -0.144], [0.323, 0.662, -0.328], [0.206, -1.120, 1.457], [-1.121, 2.240, -0.667], [-0.255, -2.021, 0.572], [0.680, 0.416, -0.775], [2.415, -0.654, 0.132], [0.046, -0.250, 0.149], [-0.150, -0.053, 0.431], [0.022, 0.332, -0.201], [0.053, -0.305, -0.056], [-0.710, -0.023, -0.064], [-0.395, 0.354, 0.179], [-0.692, 0.831, -1.050], [-0.087, 0.190, -0.071], [1.667, -1.103, 0.338], [-1.711, 0.977, -0.927], [0.874, 0.039, 2.499], [-0.765, 0.170, -0.275], [0.633, -0.014, 0.046], [0.087, -0.252, -0.100], [0.383, -0.020, 0.206], [-0.432, 0.519, -0.437], [-0.062, 0.189, 0.463], [-0.167, 0.254, -0.614], [0.117, -0.260, -0.634], [-0.148, -0.435, -0.037], [-0.424, -0.044, -0.517], [0.426, -0.484, 1.139], [0.269, 0.161, -0.792], [-0.793, 0.188, -0.789], [0.938, 0.781, 0.283], [-1.064, -0.103, -0.042], [-0.135, 0.142, 0.187], [-0.140, -0.035, -0.022], [0.194, -0.131, -0.022], [-0.066, 0.378, -0.006], [0.352, -0.392, 0.315], [-0.731, -0.079, -0.062], [0.272, -0.506, -0.538], [0.499, 0.088, 0.317]]}

# 2
{"formula": "C29H37O7S2", "method": "ωB97M-V/def2-TZVPD", "total_charge": -1, "homo_energy_ev": -4.20, "e_tot_ha": -2450.22383, "e_lumo_ev": 2.7, "multiplicity": 1, "orbital_gap_ev": 6.9, "elements": ["C", "C", "O", "C", "C", "C", "O", "C", "C", "C", "C", "C", "C", "C", "C", "C", "C", "O", "H", "H", "H", "H", "H", "H", "H", "H", "H", "H", "H", "H", "H", "H", "H", "H", "H", "H", "H", "H", "H", "H", "H", "H", "H", "C", "C", "C", "C", "S", "C", "C", "S", "C", "C", "C", "C", "C", "C", "O", "O", "O", "O", "C", "C", "H", "H", "H", "H", "H", "H", "H", "H", "H", "H", "H", "H"], "xyz": [[-1.792596, 4.360925, 0.433129], [-2.199490, 3.072326, -0.245317], [-1.984056, 2.030393, 0.719971], [-2.228954, 0.707338, 0.410593], [-1.795536, -0.089471, 1.618213], [-1.950380, -1.574953, 1.680950], [-2.215467, -2.079343, 2.781532], [-1.769860, -2.559838, 0.534223], [-0.449911, -3.358379, 0.533968], [-0.140656, -4.076508, 1.836233], [0.811008, -3.274803, 2.750554], [0.381188, -3.296060, 4.206611], [0.934969, -2.105869, 5.023638], [0.432720, -0.715970, 4.623917], [-1.032269, -0.425090, 4.907877], [-1.596676, 0.788389, 4.140858], [-2.412950, 0.589483, 2.875678], [-2.746663, 0.347052, -0.619151], [-1.961191, 5.201848, -0.251018], [-2.380352, 4.504869, 1.350894], [-0.719092, 4.302777, 0.689498], [-3.255785, 3.081492, -0.554388], [-1.573893, 2.856715, -1.115949], [-2.569759, -3.298048, 0.680180], [-1.930773, -2.040314, -0.409597], [-0.557812, -4.107377, -0.258443], [0.394426, -2.731819, 0.220995], [-1.076701, -4.348335, 2.341662], [0.386196, -5.005762, 1.583136], [1.798281, -3.758101, 2.677874], [0.952081, -2.246182, 2.386446], [-0.717969, -3.314834, 4.290742], [0.755202, -4.239349, 4.641948], [0.691606, -2.332648, 6.070580], [2.030538, -2.083494, 4.932830], [1.034079, 0.018802, 5.179388], [0.622720, -0.516588, 3.560373], [-1.664623, -1.299896, 4.729067], [-1.105743, -0.212573, 5.985792], [-2.268115, 1.269795, 4.863635], [-0.805467, 1.513750, 3.902179], [-2.726444, 1.588911, 2.545871], [-3.337634, 0.017592, 3.114029], [1.001910, 3.558047, -5.198958], [-0.054771, 3.604339, -4.294499], [0.106586, 3.110532, -3.000171], [1.311224, 2.504870, -2.635692], [1.544800, 1.755108, -0.988539], [0.384575, 0.417255, -0.717984], [-0.021551, 0.060905, 0.575938], [-0.219789, -0.397480, -2.201172], [1.140045, -0.628806, -3.337250], [0.872420, -0.338355, -4.671515], [1.872509, -0.498570, -5.630428], [3.105870, -1.058912, -5.268582], [3.337085, -1.431743, -3.945895], [2.354854, -1.214614, -2.968480], [-0.640632, -1.749150, -1.890188], [-1.093911, 0.523317, -2.903415], [2.865657, 1.160552, -1.116018], [1.257139, 2.762905, 0.017273], [2.389000, 2.512871, -3.517052], [2.233945, 3.028484, -4.806034], [0.869030, 3.928614, -6.221196], [-1.026949, 4.013588, -4.581798], [-0.700097, 3.185210, -2.283027], [-0.009123, -1.019310, 0.736237], [0.233155, 0.744202, 1.383700], [-0.110225, 0.060397, -4.938915], [1.652912, -0.197039, -6.651267], [3.862146, -1.212578, -6.031060], [4.278441, -1.909595, -3.661026], [2.528079, -1.487176, -1.924955], [3.331731, 2.057636, -3.218602], [3.085740, 2.993643, -5.480633]], "forces_ev_per_a": [[0.333, -0.075, 0.036], [-0.200, -0.710, 0.130], [0.060, 0.166, -0.613], [-0.840, -0.471, 1.254], [-2.068, 0.384, -1.604], [-0.327, -0.144, 0.805], [0.019, 0.238, -0.605], [-0.359, 0.443, 0.057], [-0.330, -0.040, -0.585], [0.531, -0.096, -0.054], [-0.097, -0.334, -0.121], [0.074, 0.305, 0.431], [-0.014, -0.499, -0.151], [0.068, 0.035, -0.141], [-0.223, -0.043, 0.353], [0.033, 0.063, 0.600], [0.090, -0.110, -0.266], [0.156, 0.204, -0.073], [0.047, -0.065, 0.192], [0.161, 0.042, -0.258], [-0.494, 0.118, -0.082], [0.250, -0.055, 0.007], [-0.537, -0.050, 0.449], [0.036, 0.217, 0.007], [0.059, -0.319, 0.188], [-0.017, 0.181, -0.057], [-0.095, -0.216, 0.065], [0.275, 0.139, 0.014], [-0.253, -0.033, 0.059], [-0.065, 0.360, 0.023], [-0.248, -0.231, 0.071], [0.374, 0.071, -0.136], [-0.213, 0.282, 0.087], [0.122, 0.370, 0.019], [-0.100, -0.178, 0.111], [-0.037, -0.028, -0.215], [0.107, -0.184, 0.089], [0.183, 0.199, -0.088], [-0.056, -0.008, -0.125], [0.041, 0.298, -0.233], [0.066, -0.122, 0.248], [0.029, -0.423, 0.429], [0.573, 0.158, -0.111], [0.267, -0.099, -0.211], [-0.112, 0.025, 0.310], [0.373, -0.047, -0.192], [-0.204, 0.336, 0.172], [-0.952, -0.582, -0.203], [-0.248, 0.770, -2.203], [1.254, -1.311, 1.267], [0.474, 0.624, 0.662], [0.489, -0.336, -0.229], [0.167, 0.393, -0.154], [-0.034, -0.345, 0.371], [-0.537, 0.254, -0.051], [-0.251, -0.056, 0.357], [-0.029, 0.100, -0.171], [0.010, 0.584, -0.259], [0.066, -0.690, 0.126], [-0.230, 0.482, 0.513], [0.506, -0.197, -0.211], [-0.033, -0.315, -0.209], [-0.217, 0.093, 0.379], [0.039, -0.113, 0.395], [0.374, -0.079, 0.038], [0.305, -0.085, -0.485], [0.624, 0.839, 0.143], [0.921, -0.432, -0.234], [0.437, -0.049, 0.121], [0.192, -0.143, 0.076], [0.023, 0.013, 0.115], [-0.294, 0.230, -0.104], [-0.014, 0.157, -0.331], [-0.263, 0.082, -0.005], [-0.219, 0.058, -0.001]]}

# 3
{"formula": "C3H8N2P2", "method": "ωB97M-V/def2-TZVPD", "total_charge": 0, "homo_energy_ev": [-9.13, -9.56], "e_tot_ha": -911.14983, "relative_energy_ev": 0.404, "e_lumo_ev": [0.4, -2.6], "multiplicity": 3, "orbital_gap_ev": [9.5, 7.0], "elements": ["C", "C", "C", "N", "N", "P", "P", "H", "H", "H", "H", "H", "H", "H", "H"], "xyz": [[-1.686603, 0.895863, -0.474085], [-0.927878, -1.426573, 0.076954], [-0.471869, 0.032511, -0.060925], [3.173873, 1.242476, 0.996840], [2.978313, -1.333210, -0.012418], [0.895444, 0.489543, -1.311364], [2.620996, 0.138129, 0.090064], [-2.172248, 0.249280, -1.281899], [-1.509349, 1.958599, -0.798921], [-2.186131, 0.885953, 0.484444], [-0.255394, -1.972402, 0.746787], [-1.893093, -1.483655, 0.420817], [-1.028559, -2.057383, -0.782175], [-0.275304, 0.245980, 1.017103], [2.737801, 2.134882, 0.888781]], "forces_ev_per_a": [[0.204, -0.852, -0.809], [2.533, -0.512, -0.580], [0.235, 0.406, 0.171], [0.346, -0.110, 0.277], [0.646, -2.204, -0.096], [-0.170, -0.446, 1.117], [-1.047, 1.528, -0.366], [-0.023, 1.451, 1.033], [0.004, -1.214, 0.241], [-1.242, 0.306, -0.291], [-0.171, 0.108, -0.008], [-2.351, 0.328, 1.538], [0.527, 0.058, -1.240], [0.720, 0.525, -0.943], [-0.211, 0.628, -0.044]]}

# 4
{"formula": "C5H2F6N2NaO4", "method": "ωB97M-V/def2-TZVPD", "total_charge": 1, "homo_energy_ev": -14.30, "e_tot_ha": -1363.51020, "e_lumo_ev": -4.8, "multiplicity": 1, "orbital_gap_ev": 9.5, "elements": ["O", "C", "F", "N", "C", "O", "N", "C", "O", "O", "C", "F", "F", "C", "F", "F", "F", "H", "H", "Na"], "xyz": [[3.190801, -0.650367, 1.682926], [3.002334, 0.176523, 0.828592], [3.925423, 0.577125, 0.003327], [1.737682, 0.841267, 0.666735], [0.997765, 0.221747, -0.357686], [1.478777, -0.564367, -1.133256], [-0.394878, 0.520515, -0.465734], [-0.902428, 1.571746, 0.413329], [-0.753715, 1.606414, 1.589646], [-1.514474, 2.538739, -0.305116], [-1.229464, -0.633048, -0.516520], [-1.150670, -1.166092, -1.776756], [-2.459261, -0.233332, -0.334158], [-0.965298, -1.787863, 0.490234], [-0.771418, -1.315689, 1.676353], [0.033044, -2.523640, 0.107718], [-2.057103, -2.536426, 0.480820], [1.892693, 1.822071, 0.438958], [-2.388510, 2.646856, 0.082567], [-1.671300, -1.112180, -3.571980]], "forces_ev_per_a": [[-0.386, 1.601, -1.927], [-0.178, -2.173, 2.729], [0.437, 0.519, -0.530], [0.276, 0.127, -0.969], [0.695, -0.481, -0.661], [-0.355, -0.075, 0.403], [0.840, 0.299, 0.991], [-0.240, 0.809, 0.564], [-0.107, -0.386, -0.390], [-0.078, -1.049, -0.536], [1.182, 0.701, 0.553], [0.326, -0.525, 1.164], [-1.583, 0.405, -0.039], [-0.733, -0.160, -0.861], [0.300, 0.634, 1.215], [1.188, -0.691, -0.279], [-0.697, -0.491, 0.058], [-0.215, 0.210, 0.367], [-0.183, 0.731, 0.328], [-0.490, -0.003, -2.181]]}